A molecular structure, C19H44ClF3O3P2RuS at a distorted geometry, computed with the ωB97M-V functional and the def2-TZVPD basis.

The geometry in XYZ format:
```
74
Properties=species:S:1:pos:R:3:forces:R:3
Ru 0.2903 -0.2118 -0.2461 0.9 3.0 2.0
P -0.0866 -2.4042 -0.5213 -0.2 -2.5 -0.7
C 0.9044 -3.1834 -1.9099 0.0 -0.2 0.0
C 0.2341 -3.5702 0.9182 0.0 -0.1 -0.1
C -1.8321 -2.6742 -1.1264 -0.2 -0.2 0.0
C 2.3120 -2.5756 -2.0941 -0.1 -0.1 -0.1
H 0.3045 -2.9174 -2.7959 0.1 -0.2 0.1
C 1.0306 -4.7258 -1.8410 -0.1 0.2 -0.2
H 1.8244 -5.0290 -1.1412 -0.3 0.1 -0.1
H 1.3220 -5.0751 -2.8409 0.0 0.0 0.2
H 0.0934 -5.2304 -1.5778 0.3 0.1 0.0
H 2.2518 -1.6227 -2.6348 0.1 -0.2 0.2
H 2.9277 -3.2737 -2.6834 -0.2 0.2 0.1
H 2.8155 -2.3993 -1.1320 -0.1 -0.1 -0.3
H -1.7901 -2.1021 -2.0671 0.0 -0.3 0.1
C -2.9070 -2.0114 -0.2595 0.1 0.3 -0.2
C -2.2471 -4.1227 -1.4084 -0.1 0.0 -0.2
H -1.7994 -4.4836 -2.3379 0.0 -0.2 0.2
H -3.3399 -4.1419 -1.5320 0.3 -0.1 0.0
H -1.9987 -4.7947 -0.5704 -0.1 0.2 -0.3
H -2.4559 -1.2694 0.3767 -0.1 -0.1 -0.2
H -3.4364 -2.7168 0.3978 0.2 0.2 -0.3
H -3.6252 -1.4665 -0.8850 0.0 -0.3 0.1
C 1.6741 -3.3879 1.4351 -0.1 0.1 -0.1
H 0.1367 -4.5825 0.4944 0.1 0.3 0.0
C -0.7897 -3.4628 2.0523 0.0 0.5 0.0
H 2.4102 -3.7893 0.7305 -0.1 0.1 0.1
H 1.7676 -3.9334 2.3825 0.1 0.1 -0.2
H 1.8703 -2.3225 1.6369 0.1 -0.7 -0.1
H -0.9854 -2.4167 2.3141 0.1 -0.6 0.0
H -0.3827 -3.9438 2.9485 -0.1 -0.1 -0.1
H -1.7412 -3.9443 1.8019 0.1 0.1 0.0
Cl 0.6975 -0.4116 2.2039 0.3 0.1 -0.2
H 1.8797 -0.3521 -0.7709 -0.9 -0.5 -0.1
H -1.2541 0.0500 -0.7344 0.3 -1.2 -0.7
P 0.5176 2.2679 -0.3808 -0.1 -0.2 0.0
C -0.5973 3.1251 -1.5934 -0.2 -0.4 -0.2
C 0.5352 3.3460 1.1198 -0.1 0.4 0.0
C 2.2275 2.5395 -1.2583 0.0 0.2 0.1
C -2.0122 2.5149 -1.6101 -0.3 0.3 -0.2
H -0.1320 2.9208 -2.5721 -0.1 0.2 0.2
C -0.7054 4.6482 -1.3982 0.0 0.0 -0.1
H -1.3787 4.8911 -0.5605 0.3 -0.1 -0.2
H -1.1533 5.0619 -2.3120 0.1 0.0 0.2
H 0.2629 5.1407 -1.2561 -0.3 -0.1 0.0
H -2.0245 1.5673 -2.1602 -0.1 0.1 0.2
H -2.6930 3.2153 -2.1225 0.2 -0.3 0.1
H -2.4007 2.3389 -0.5967 0.1 0.1 -0.5
H 2.0370 2.0661 -2.2382 -0.1 0.1 0.4
C 3.4068 1.7919 -0.5903 -0.1 0.0 0.0
C 2.6191 4.0180 -1.5178 -0.1 -0.3 0.0
H 2.0158 4.4620 -2.3215 0.1 0.0 0.3
H 3.6721 4.0422 -1.8428 -0.3 0.0 0.1
H 2.5433 4.6297 -0.6030 0.0 -0.2 -0.3
H 3.0672 1.0633 0.1637 0.3 0.3 -0.3
H 4.1163 2.4971 -0.1261 -0.3 -0.3 -0.1
H 3.9449 1.2396 -1.3773 0.0 0.1 0.4
C -0.8055 3.2434 1.8362 -0.6 -0.1 0.9
H 0.5862 4.3802 0.7418 0.3 -0.3 0.0
C 1.7061 3.1063 2.0740 0.0 -0.1 0.2
H -1.6327 3.7763 1.3476 0.3 0.1 0.2
H -0.7310 3.4800 2.9071 0.1 0.8 -0.5
H -1.1288 2.2143 1.8906 0.2 0.2 -0.1
H 1.7976 2.0416 2.3463 0.0 0.4 -0.1
H 1.4960 3.6700 2.9923 0.2 -0.1 -0.1
H 2.6443 3.4859 1.6561 -0.1 -0.2 0.1
F -3.0688 1.9457 4.0132 1.1 -0.8 0.4
C -2.1285 0.9715 3.8240 -0.6 0.5 2.7
F -0.8947 1.5029 4.0363 -2.0 -1.2 -0.3
F -2.3183 -0.0660 4.7032 0.4 1.9 -0.9
S -2.5266 0.3084 2.1508 0.2 -3.9 -2.5
O -2.6134 -1.1992 2.3742 -0.6 4.2 0.5
O -3.5334 1.0097 1.3226 0.9 -0.6 2.1
O -0.7923 1.2404 0.3558 0.5 0.9 -1.1
```
Forces are in eV/Å.

Output
* 2S+1: 5
* net charge: 0
* HOMO (alpha / beta): -7.14 / -8.34 eV
* <S²>: 6.0228
* E_LUMO (alpha / beta): 0.013 / -0.068 Eh
* Kohn-Sham gap (alpha / beta): 7.494 / 6.488 eV



2 unconnected molecules or ions with the total composition C19H44I2N6O5P, computed with the ωB97M-V functional and the def2-TZVPD basis.

The geometry in XYZ format:
```
77
Properties=species:S:1:pos:R:3:forces:R:3
C 1.5551 4.3194 -2.4468 0.7 -0.3 0.1
C 2.5336 3.7181 -1.4103 -0.5 0.5 0.1
I 3.7811 2.2415 -2.3505 0.1 -0.1 0.1
C 1.9613 3.2441 -0.0522 0.1 0.0 -0.2
I 0.5752 4.7544 0.6542 0.2 0.1 0.0
C 1.4582 1.8028 0.0331 0.2 -0.1 0.2
N 0.3747 1.5161 -0.9973 0.0 -0.1 0.0
C 0.5544 0.2743 -1.8457 -0.3 -0.5 -0.3
C -0.0853 -1.0368 -1.3864 0.1 -0.5 -0.1
C 0.9215 -2.1877 -1.2669 -0.5 0.1 0.3
C 0.2112 -3.5080 -0.9375 -0.1 0.3 -0.1
N -0.3827 -3.5754 0.3927 0.0 0.1 -0.1
C -1.0298 1.7593 -0.4684 -0.4 0.5 0.2
C -2.1271 1.4082 -1.4853 -0.3 -0.1 0.1
C -3.4874 1.0686 -0.8551 0.0 0.1 -0.3
C -4.2599 2.2766 -0.3248 -0.4 -0.2 -0.3
C -5.7631 1.9916 -0.1557 0.1 -0.2 0.4
N -6.1460 2.1234 1.2766 -0.2 -0.7 -0.1
C -5.4425 1.1110 2.0495 0.2 0.4 0.2
N -4.5116 1.4325 2.8418 0.0 -0.2 -0.2
N -5.7814 -0.2594 1.8846 -0.2 0.1 -0.1
C -1.2541 1.2469 0.9521 -0.2 0.0 -0.2
O -0.2234 1.6661 1.8351 0.2 0.0 -0.1
C 1.0606 1.2707 1.4173 -0.3 0.0 0.5
N 1.0964 -0.1840 1.3412 -0.1 0.2 -0.4
P 2.2788 1.7685 2.7385 0.7 -0.5 0.2
O 3.6242 1.6092 2.1859 -0.2 0.1 -0.1
O 1.9861 0.7600 3.9494 -0.2 0.3 -0.4
O 1.9601 3.2056 3.3165 0.0 -0.1 -0.3
H 1.9720 4.1863 -3.4410 -0.1 0.0 -0.1
H 0.5608 3.8778 -2.4113 -0.2 0.1 -0.1
H 1.4771 5.3884 -2.2713 -0.3 0.0 0.1
H 3.2309 4.5088 -1.1489 0.2 -0.1 -0.1
H 2.7898 3.3122 0.6487 -0.1 -0.1 0.1
H 2.3077 1.1733 -0.2349 0.0 0.1 -0.2
H 0.5033 2.2687 -1.6728 0.0 0.0 0.0
H 0.1225 0.5400 -2.8088 0.1 0.1 0.0
H 1.6136 0.1310 -2.0337 0.2 0.3 0.3
H -0.8178 -1.3427 -2.1381 -0.1 0.1 0.0
H -0.6206 -0.9615 -0.4474 0.0 0.2 0.1
H 1.4795 -2.2840 -2.1979 0.2 0.0 0.0
H 1.5913 -1.9579 -0.4379 0.3 0.0 -0.2
H -0.5999 -3.6385 -1.6566 0.0 -0.2 -0.1
H 0.9045 -4.3372 -1.0608 0.1 -0.1 0.0
H -1.2748 -3.1065 0.4350 -0.1 0.0 0.0
H 0.2180 -3.1663 1.0948 0.1 -0.1 0.1
H -1.0678 2.8428 -0.3565 0.2 0.0 0.0
H -1.8604 0.5896 -2.1462 0.2 -0.1 0.1
H -2.2988 2.2759 -2.1252 0.2 0.0 -0.1
H -3.3748 0.2933 -0.0958 -0.1 0.0 0.1
H -4.0853 0.6181 -1.6496 0.0 0.0 0.0
H -3.8980 2.5955 0.6484 0.2 0.2 -0.1
H -4.1509 3.0989 -1.0322 0.2 0.1 0.0
H -6.3662 2.6759 -0.7458 0.0 0.2 0.1
H -6.0103 0.9845 -0.5107 0.1 -0.1 -0.2
H -7.1318 1.8735 1.3255 -0.1 0.3 0.0
H -4.4361 2.4475 2.8335 0.0 0.1 0.0
H -5.3260 -0.6590 1.0750 0.2 -0.1 0.0
H -6.7773 -0.3758 1.7436 -0.1 0.0 0.0
H -2.1481 1.7456 1.3170 0.0 -0.1 0.1
H -1.4405 0.1768 1.0176 0.2 -0.1 0.0
H 0.5970 -0.5760 2.1263 0.1 -0.2 0.2
H 2.0509 -0.5242 1.3319 0.1 -0.1 0.1
H 1.0484 0.6751 4.1526 -0.2 -0.1 0.3
H 1.4044 3.2047 4.1013 -0.1 0.2 0.2
C 5.2237 -6.3978 -0.6023 -0.1 -0.1 -0.1
C 4.1013 -5.3758 -0.5202 0.2 0.0 0.2
C 4.5588 -4.0923 0.1582 -0.1 0.1 0.0
O 2.9715 -5.9236 0.1590 -0.1 0.2 -0.2
H 5.5609 -6.6720 0.4007 0.0 0.1 0.0
H 4.8772 -7.3061 -1.0943 0.0 0.0 0.0
H 6.0782 -6.0062 -1.1551 0.0 0.0 0.0
H 3.7469 -5.1462 -1.5268 -0.1 0.0 0.0
H 4.8754 -4.2963 1.1843 0.1 0.0 0.0
H 3.7404 -3.3705 0.2021 0.0 0.0 0.0
H 5.3958 -3.6377 -0.3731 0.0 0.0 0.0
H 3.2454 -6.1479 1.0540 0.0 -0.1 0.1
```
Forces are in eV/Å.

Output
* 2S+1: 1
* net charge: +1
* HOMO: -11.59 eV
* E_LUMO: -0.101 Eh
* Kohn-Sham gap: 8.842 eV